Record 1
A cluster of 2 separate species, H16Si7 in total at a distorted geometry. Source: the Open Molecules 2025 dataset; level of theory: ωB97M-V with the def2-TZVPD basis set.

CARTESIAN COORDINATES (ANGSTROEM)
H 2.826169 -1.350564 -2.915589
H 3.203194 0.020775 3.716164
Si -2.146762 1.094034 1.125319
H -0.704651 3.173380 -2.002914
H 2.493910 2.148315 4.290501
H 0.953736 0.634289 5.011447
Si 0.331440 0.021968 -1.636651
Si -1.319428 -2.790372 0.752172
Si 1.360473 -1.573222 -3.047506
H 0.949213 -2.919466 -3.103195
H -2.042233 -3.358097 -0.408801
H 0.971936 -1.026175 -4.504856
H -0.164211 -3.585391 0.893573
Si -1.331488 -0.695464 -0.215096
H -2.227235 -3.155263 1.759580
Si -0.147668 2.052358 -2.814964
Si 1.983879 0.930033 3.955792
H 1.382623 2.361071 -2.940334
H -0.683148 2.223733 -4.301295
H -2.884326 1.758214 0.090188
H -0.846163 1.641740 1.477935
H -3.171439 1.333289 2.235059
H 1.212179 1.060817 2.583472

Forces on the atoms, in the same order (eV/Å):
-0.159 -0.302 0.053
-1.042 0.269 0.423
-0.572 -0.204 0.162
-0.050 -0.392 -0.011
1.018 2.478 0.588
0.520 -0.392 -0.309
-1.696 -0.400 0.656
-0.586 0.200 -1.827
-0.141 2.624 -1.915
-0.311 -1.390 0.409
-0.005 -0.361 -0.236
0.489 -0.512 1.434
1.426 -0.521 0.172
0.987 0.655 -0.013
-0.903 0.129 1.520
1.467 0.408 -1.044
-1.227 -2.185 -1.995
-1.109 0.040 -0.070
0.330 -0.561 1.541
-0.088 0.917 -0.815
0.159 0.598 0.209
0.743 -0.909 -0.219
0.750 -0.189 1.288

Summary:
* total energy: -2035.7686 hartree
* 2S+1: 1
* energy relative to the best compared isomer or geometry (same formula, charge and spin): 243.8 kJ/mol
* SMILES: [SiH3][Si]([SiH3])=[Si]([SiH3])[SiH3].[SiH4]

Record 2
A cluster of 9 separate species, H17O9 in total at a distorted geometry. Source: the Open Molecules 2025 dataset; level of theory: ωB97M-V with the def2-TZVPD basis set.

CARTESIAN COORDINATES (ANGSTROEM)
O 0.064389 -0.400280 -0.540694
O 0.730538 -1.726963 1.476843
H -0.848673 0.630675 -1.121809
O -1.356620 1.288291 -1.779979
O 2.605236 0.009139 -1.316554
H 0.486873 -1.346046 0.549966
O 0.558158 -3.333656 -1.103031
H 0.718496 1.552279 -0.886164
O -0.686462 3.604767 1.382455
O -0.650001 -0.534148 3.934516
H 0.022298 -0.339273 3.264632
H -1.654097 -0.771954 -0.376814
O -2.499812 -1.272067 -0.304428
H 2.838794 0.566235 -0.576416
H 1.689473 -1.638154 1.516111
H 1.676807 -0.120220 -1.546331
H -0.578716 3.118030 0.543844
H 1.285758 -3.004932 -0.555044
H -0.948710 -1.374446 3.570715
H -0.880437 1.047877 -2.586416
H -0.006924 -2.567068 -1.136923
H -0.165398 -1.158606 -1.081230
O 0.875685 2.489293 -1.014514
H -3.177791 -0.663248 -0.600287
H -0.732467 2.897936 2.028734
H 0.633603 3.046540 -1.741184

Forces on the atoms, in the same order (eV/Å):
-0.161 -0.129 -0.335
0.296 -0.183 -0.333
-0.861 1.095 -1.097
0.270 -1.121 0.415
1.820 -0.898 -1.258
0.162 0.508 1.485
0.668 -0.367 -0.135
-0.662 0.062 -1.264
-0.096 -0.222 -0.369
0.256 -0.079 -0.271
-0.004 0.116 0.043
-0.613 -0.195 0.433
0.139 -0.143 0.026
-1.068 0.223 0.031
-0.087 0.014 0.053
-0.152 0.516 1.308
0.223 0.318 0.132
-0.160 -0.245 -0.013
-0.234 -0.102 0.101
-0.325 0.224 -0.038
-0.503 -0.439 -0.020
0.009 0.670 -0.633
1.885 1.380 2.336
0.014 0.172 -0.128
-0.051 -0.081 0.209
-0.764 -1.093 -0.680

Summary:
* net charge: -1
* total energy: -687.3847 hartree
* 2S+1: 1
* energy relative to the best compared isomer or geometry (same formula, charge and spin): 176.9 kJ/mol

Record 3
A structure of composition H17O9Pb at a distorted geometry. Source: the Open Molecules 2025 dataset; level of theory: ωB97M-V with the def2-TZVPD basis set.

CARTESIAN COORDINATES (ANGSTROEM)
H -1.555564 1.926696 2.263081
O 2.584088 1.023240 0.061984
H -0.287280 -1.615254 -1.988360
H -1.007907 -2.714148 -2.845739
O -1.418020 -1.630957 0.987601
H 0.705498 -0.285599 3.121570
H -0.085284 3.077876 -1.051169
H 0.036102 0.138065 -2.597119
O -1.797372 0.348764 -1.363627
O -0.766053 -2.459699 -1.960743
H 0.381913 2.869935 0.372479
Pb 0.080155 0.053184 0.069585
H -2.443581 0.965467 1.390123
H -2.010828 0.029415 -2.253767
H 1.805853 -2.073516 -0.480313
O -1.527773 1.090221 1.723611
H 1.821013 0.389445 2.420786
H -1.958762 -2.014415 0.283601
H 2.115478 -1.762216 1.066627
O 0.736126 -0.303099 -2.096703
O 1.023224 -0.056452 2.274887
H 2.756562 1.777451 -0.482361
O 1.434400 -1.966946 0.377049
H -1.920792 1.303736 -1.362119
H -1.905536 -1.920438 1.733780
H 3.004041 1.372632 0.799565
O 0.200299 2.436609 -0.464310

Forces on the atoms, in the same order (eV/Å):
-0.151 -1.169 -0.675
-0.563 -0.760 -1.031
0.976 0.328 -0.769
0.073 -0.050 -0.444
-0.786 -0.574 -0.884
-0.768 -0.550 1.694
-0.783 2.275 -1.979
0.649 0.043 -0.161
-1.638 0.401 -0.657
-1.021 -0.694 1.052
-0.032 0.296 0.090
1.281 -0.775 -1.579
0.651 0.102 0.414
-0.076 -0.064 0.198
1.010 -0.299 -1.186
-1.594 1.736 1.194
1.980 1.040 0.447
0.423 -0.137 -0.662
-0.633 -0.470 -1.342
-0.195 0.041 0.021
-0.257 -0.518 0.042
-0.282 0.456 -1.770
0.208 -0.015 2.156
-0.235 0.078 -0.212
-0.463 -0.301 1.714
1.474 0.371 2.887
0.751 -0.791 1.441

Summary:
* net charge: +1
* total energy: -879.9407 hartree
* 2S+1: 1
* energy relative to the best compared isomer or geometry (same formula, charge and spin): 12.6 kJ/mol

Record 4
A structure of composition H18Mg2O25S4 at a distorted geometry. Source: the Open Molecules 2025 dataset; level of theory: ωB97M-V with the def2-TZVPD basis set.

CARTESIAN COORDINATES (ANGSTROEM)
O -1.073157 2.818702 1.839319
O -2.118339 0.186355 2.270707
O 0.339393 1.101921 -3.507178
H 3.468669 -0.818569 -2.643775
H -0.171549 3.944049 -0.845963
O -3.786942 -0.736986 0.801903
S -2.971509 -0.961635 1.944158
O -4.046368 -2.333813 -1.316386
H 0.372921 1.316177 -2.574871
O -0.060387 -1.510657 -2.761615
Mg -0.678499 -2.514753 0.634961
S -2.836789 -3.077981 -1.761018
H 3.337133 1.412282 -0.034068
Mg -0.517349 0.950520 3.029268
H 0.584117 2.714171 -0.389616
O -1.835921 -2.850241 -0.766668
H 2.663420 -0.698142 1.371362
H 2.353001 3.323679 -2.098172
O -2.387029 1.442184 -0.683232
H 1.935641 -1.491617 2.435609
O 3.861207 2.193656 -0.210257
O -3.115307 -4.519219 -1.819856
O -1.130076 -3.047878 3.828829
H 4.667569 2.059076 0.287633
O 0.380262 -2.239056 2.161511
O 2.817531 2.617839 -2.547860
S -0.002731 -2.124103 3.550428
O 1.105919 -2.450621 4.465224
H -1.494550 1.190791 -0.920966
H 2.369992 -0.137388 -1.855863
H -1.429596 3.645069 2.165354
O -2.105793 -2.140788 1.724763
O 2.599699 -0.428455 -2.738331
O 0.434987 3.634581 -0.173227
O 2.165431 0.102894 -0.053184
O 0.107653 -1.123601 -0.225719
O 0.318721 0.594620 1.435178
H -2.595519 0.897810 0.075987
H -0.120812 -1.579083 -1.808772
O -3.759324 -1.430047 3.087777
O 0.203077 1.113791 -0.827231
O -0.357177 -0.705542 3.835976
H -0.941155 -1.718523 -3.073483
H -0.295479 1.718199 -3.872372
H 3.174828 2.078217 -1.842611
O 2.755643 -1.028194 2.265111
H -0.526255 3.070240 1.095104
S 0.720670 0.153598 0.105789
O -2.379875 -2.613532 -3.059654

Forces on the atoms, in the same order (eV/Å):
-0.461 -0.260 2.360
0.197 2.843 0.303
0.020 0.680 -1.358
0.163 -0.151 0.204
-0.275 -0.196 -0.211
-0.678 1.981 -1.292
-2.014 -4.746 1.665
0.621 -0.829 -1.104
0.035 -0.403 0.499
1.437 0.101 -0.595
-1.859 -1.030 0.083
-5.798 -0.077 -0.832
-1.037 -1.050 0.373
-1.831 -1.088 -1.498
0.010 -1.697 -0.626
3.869 -0.101 1.936
-0.016 0.086 -0.295
-0.105 0.015 0.282
-0.526 1.237 -0.463
-0.313 -0.427 0.038
1.055 0.897 0.391
0.057 -1.328 -0.195
1.637 1.188 0.232
0.126 -0.071 0.085
2.499 -0.309 -1.815
-0.056 0.609 -1.083
-2.679 -3.592 5.426
0.775 0.230 -0.602
0.127 -0.236 -0.117
-0.257 -0.079 0.467
-0.258 0.098 0.006
0.217 0.748 -0.577
0.742 -0.059 -0.981
0.286 2.016 0.501
1.705 -0.024 0.112
1.526 0.979 0.173
1.861 0.226 -0.139
-0.556 -0.642 0.345
-0.236 -0.049 -0.369
-0.914 1.599 1.251
0.089 2.243 -1.531
0.458 0.825 1.117
-0.858 -0.499 0.015
-0.304 0.077 -0.018
0.150 -0.026 0.032
1.660 0.311 0.711
0.723 0.113 -1.095
-1.396 -0.575 0.024
0.383 0.446 -1.834

Summary:
* net charge: -4
* total energy: -3884.8232 hartree
* 2S+1: 1

Record 5
A cluster of 9 separate species, H18O9 in total at a distorted geometry. Source: the Open Molecules 2025 dataset; level of theory: ωB97M-V with the def2-TZVPD basis set.

CARTESIAN COORDINATES (ANGSTROEM)
H -0.504122 -0.729009 -1.138405
H -1.152942 2.141208 -3.581253
H -2.260208 -1.260822 1.744166
H 2.848713 -2.329805 0.902697
O -1.867794 -3.494729 -0.206399
H -3.718284 -1.226950 1.818084
O -1.086565 -0.606337 -0.319214
O 0.209962 0.921967 1.544104
H -1.060599 -3.132875 0.166570
H 0.232756 2.354900 -2.914749
H 0.237498 1.590529 0.793303
H 3.677309 1.267901 3.140979
H -1.769248 1.148920 -0.461990
H -2.290316 -3.954137 0.491359
O -1.803368 1.793615 -1.265170
O 3.566433 -1.654181 1.225898
H 3.212070 -0.906865 1.707679
O 3.044896 1.109441 2.524193
H 1.913196 0.613452 -1.663897
H 1.846593 1.349520 -0.530102
O -3.083262 -1.733961 1.454439
H -0.079786 0.089576 1.274031
H 2.148716 1.187899 2.476464
H -1.917136 -1.058337 -0.468469
O 1.374549 1.361457 -1.512625
O -0.294685 2.336312 -3.793402
H -1.845559 2.586235 -0.971053

Forces on the atoms, in the same order (eV/Å):
-1.480 0.401 1.583
-3.246 -0.824 1.182
-0.957 -0.822 -0.456
1.879 2.476 1.338
0.882 0.420 -1.463
-3.782 2.597 1.944
1.726 -0.301 -1.223
1.484 3.943 0.479
0.011 -0.040 0.088
-1.585 -0.252 -2.164
-0.454 -1.879 1.150
1.423 1.084 3.261
0.071 1.611 -2.266
-0.717 -0.553 1.102
0.378 -9.670 -1.051
-1.190 -2.554 -1.497
-0.678 0.242 0.169
2.044 -2.074 -4.556
0.785 -1.852 -1.989
-2.129 1.176 -2.925
4.530 -1.517 -1.205
-0.825 -1.796 -1.534
-3.721 0.786 1.161
-0.378 -0.624 -0.239
1.640 0.583 5.031
4.854 1.002 0.928
-0.564 8.438 3.153

Summary:
* total energy: -687.8522 hartree
* 2S+1: 1
* energy relative to the best compared isomer or geometry (same formula, charge and spin): 455.9 kJ/mol
* SMILES: O.O.O.O.O.O.O.O.O

Record 6
A structure of composition H18O9 at a distorted geometry. Source: the Open Molecules 2025 dataset; level of theory: ωB97M-V with the def2-TZVPD basis set.

CARTESIAN COORDINATES (ANGSTROEM)
O 2.526483 -3.171719 1.265564
O 0.545841 1.441671 0.990590
H 2.903674 -3.019533 0.462983
H 2.291048 -0.239495 1.002779
O 0.147619 3.843107 -2.055686
H -3.902743 0.176475 0.983680
H 1.754347 -3.742873 1.200213
O 0.310807 2.843623 3.050211
H 0.540326 0.489235 1.290768
H 0.562495 4.552271 -2.527973
H 1.399337 -1.129601 0.317373
O -4.219578 -0.685498 0.636956
H 1.244327 2.907684 3.090606
O -3.879054 -1.899808 -0.541118
H 0.140522 3.106527 2.080646
H -2.923046 -2.223670 -0.728843
H 0.218581 3.016586 -2.423368
H -4.709839 -0.574927 -0.174780
H -4.243162 -2.606723 -0.028795
O 2.189658 -1.135615 0.874627
H -0.696016 0.100256 -1.761562
H 1.982980 -0.429374 -2.019698
O 2.537222 -1.079832 -2.478478
O -0.473586 0.179130 -0.805728
H 2.941122 -1.642279 -1.763133
H -0.560320 -0.707964 -0.511741
H 1.370954 1.632352 0.573913

Forces on the atoms, in the same order (eV/Å):
-1.314 -3.449 4.299
-0.495 -1.422 0.971
1.275 0.343 -3.371
0.873 3.430 0.611
-0.987 2.669 2.566
-1.028 0.025 0.016
0.402 -0.153 -0.344
-1.792 1.367 -1.698
0.123 1.949 -0.403
0.399 -0.119 -0.731
0.122 -0.391 -0.049
-1.498 8.110 7.575
1.448 0.012 0.292
5.331 -9.204 -8.602
0.153 -0.910 2.374
-2.466 0.514 0.075
0.614 -2.539 -1.804
-0.032 1.330 0.502
-0.303 -0.796 0.423
-1.095 -0.026 -1.227
0.069 0.125 0.830
0.282 -0.285 0.005
0.333 -0.703 1.053
-0.175 0.519 -2.340
-0.659 1.072 -1.010
-0.399 -1.370 0.539
0.820 -0.095 -0.551

Summary:
* total energy: -687.6900 hartree
* 2S+1: 1
* energy relative to the best compared isomer or geometry (same formula, charge and spin): 881.7 kJ/mol

| no. | LUMO (eV) |
| --- | --- |
| 1 | -1.4 |
| 2 | 3.3 |
| 3 | -3.3 |
| 4 | 6.8 |
| 5 | -0.2 |
| 6 | -0.4 |